{"formula": "C25H25ClN2O6", "method": "ωB97M-V/def2-TZVPD", "smiles": "CNC(=O)[C@H](Cc1ccc(O)cc1)NC(C)=O.O=C(O)c1cc(-c2ccccc2)cc(Cl)c1O", "largest_force_ev_per_a": 1.78, "orbital_gap_ha": 0.31961, "lumo_ev": 0.238, "multiplicity": 1, "e_homo_ev": -8.5, "species": ["O", "O", "O", "Cl", "O", "O", "O", "C", "C", "C", "C", "C", "C", "C", "C", "C", "C", "C", "C", "C", "C", "C", "C", "C", "C", "C", "C", "C", "N", "N", "C", "C", "C", "C", "H", "H", "H", "H", "H", "H", "H", "H", "H", "H", "H", "H", "H", "H", "H", "H", "H", "H", "H", "H", "H", "H", "H", "H", "H"], "xyz": [[3.802, -1.082, 0.489], [-3.299, 2.499, -1.219], [-4.644, 3.183, 3.044], [0.157, -6.212, 1.188], [2.810, -1.537, 2.451], [3.603, 1.265, 2.501], [1.551, -3.984, 2.472], [3.063, -1.793, 1.152], [-2.417, 3.255, -0.837], [-4.226, 3.166, 1.888], [2.341, -4.213, -5.971], [1.143, -4.622, -5.380], [3.375, -3.718, -5.174], [1.387, 1.231, 1.584], [1.905, 2.612, 3.527], [0.981, -4.537, -3.992], [3.212, -3.635, -3.788], [1.150, -4.974, -1.016], [2.468, -2.967, -0.960], [0.038, 1.616, 1.667], [0.557, 3.014, 3.593], [1.049, -4.944, 0.375], [2.319, 1.707, 2.528], [1.669, -3.925, 1.111], [2.391, -2.909, 0.449], [2.014, -4.046, -3.174], [1.866, -3.989, -1.706], [-0.385, 2.514, 2.671], [-5.008, 3.518, 0.859], [-2.146, 3.463, 0.449], [-1.586, 4.025, -1.834], [-6.396, 3.960, 0.974], [-1.848, 2.922, 2.820], [-2.762, 2.758, 1.588], [3.264, -0.688, 2.606], [4.202, 1.878, 2.930], [1.010, -4.752, 2.714], [2.466, -4.279, -7.048], [0.336, -5.004, -5.998], [4.308, -3.400, -5.631], [1.710, 0.553, 0.811], [2.613, 2.973, 4.257], [0.034, -4.844, -3.559], [4.043, -3.268, -3.193], [0.686, -5.794, -1.554], [3.006, -2.189, -1.496], [-0.665, 1.199, 0.961], [0.235, 3.688, 4.375], [-4.623, 3.384, -0.069], [-1.396, 4.099, 0.666], [-1.727, 5.092, -1.675], [-0.537, 3.764, -1.706], [-1.907, 3.760, -2.841], [-6.679, 4.537, 0.093], [-6.517, 4.583, 1.863], [-7.050, 3.091, 1.063], [-2.264, 2.330, 3.637], [-1.881, 3.969, 3.127], [-2.806, 1.697, 1.340]], "atomic_forces_ev_per_a": [[-0.304, -0.211, 0.738], [-0.311, -0.302, 0.122], [0.444, -0.197, -0.300], [0.207, 0.299, -0.071], [-0.070, -0.535, -0.851], [0.317, -0.580, -0.495], [0.408, 0.610, -0.539], [0.806, 1.050, -0.903], [-0.132, -0.156, -1.180], [-0.423, 0.513, 1.241], [-0.057, 0.022, 0.257], [0.334, 0.156, 0.344], [-0.435, -0.094, 0.251], [-0.067, 0.382, 0.685], [-1.039, -0.379, -0.726], [0.388, 0.108, -0.319], [-0.225, -0.158, -0.347], [-0.013, -0.019, 0.501], [-0.150, -0.240, 0.286], [0.958, 0.487, 0.976], [0.477, -0.770, -0.874], [0.269, 0.286, -1.323], [-1.452, 0.948, 0.402], [-0.520, -0.673, 0.983], [-0.836, -1.115, 0.105], [0.083, -0.063, -0.776], [0.093, 0.251, 0.798], [0.117, -0.214, -0.452], [0.260, 0.304, -1.060], [-0.003, 0.241, 1.238], [0.027, -0.089, 0.083], [0.374, -0.295, 0.389], [-0.074, 0.024, -0.038], [0.454, -0.097, -0.260], [0.145, 0.059, 0.152], [-0.029, 0.112, 0.185], [0.105, 0.127, -0.175], [-0.018, 0.000, 0.142], [0.087, 0.062, 0.110], [-0.117, -0.049, 0.090], [0.116, -0.044, -0.066], [0.134, 0.048, 0.105], [0.099, 0.059, 0.048], [-0.148, -0.069, 0.046], [0.055, 0.082, 0.046], [-0.064, -0.060, 0.341], [-0.032, 0.053, -0.069], [-0.002, 0.067, 0.006], [-0.209, -0.138, 0.107], [0.004, -0.023, 0.081], [0.143, 0.103, -0.038], [0.124, 0.152, -0.044], [0.014, 0.021, 0.163], [0.162, -0.113, 0.043], [0.054, -0.126, -0.089], [-0.140, 0.105, 0.033], [-0.245, 0.191, -0.054], [-0.100, 0.014, 0.153], [-0.043, -0.128, -0.201]]}

{"formula": "C22H46NbO5", "method": "ωB97M-V/def2-TZVPD", "largest_force_ev_per_a": 2.54, "orbital_gap_ha": 0.25677, "lumo_ev": 2.372, "charge": -1, "multiplicity": 1, "e_homo_ev": -4.6, "species": ["C", "C", "Nb", "C", "C", "C", "C", "C", "O", "C", "C", "O", "C", "C", "C", "O", "O", "C", "C", "C", "C", "C", "C", "C", "H", "H", "H", "H", "H", "H", "H", "H", "H", "H", "H", "H", "H", "H", "H", "H", "H", "H", "H", "H", "H", "H", "H", "H", "H", "H", "H", "H", "H", "H", "H", "H", "H", "H", "H", "H", "H", "H", "H", "H", "C", "C", "O", "C", "H", "H", "H", "H", "H", "H"], "xyz": [[-3.069, -0.253, -2.682], [-1.988, 0.468, -2.886], [-0.636, 1.092, -1.130], [1.238, 0.459, -2.211], [2.528, 0.551, -1.318], [2.662, -0.649, -0.359], [4.163, -1.086, -0.317], [4.513, -1.786, 1.002], [4.184, -3.189, 0.969], [2.933, -3.449, 1.453], [2.007, -4.147, 0.467], [2.596, -3.185, 2.545], [-0.534, 3.270, -1.772], [0.380, 3.692, -2.951], [0.013, 3.130, -4.314], [1.786, 3.595, -2.671], [-2.213, 1.384, 0.161], [-3.199, 2.300, -0.266], [-4.569, 1.791, 0.223], [-5.758, 2.355, -0.621], [-4.789, 1.889, 1.746], [-4.499, 3.246, 2.430], [-4.932, 4.503, 1.652], [-3.033, 3.370, 2.931], [-3.320, -0.614, -1.687], [-3.701, -0.535, -3.529], [-1.793, 0.712, -3.939], [0.471, 1.492, 0.296], [-0.721, -0.682, -0.606], [1.145, -0.612, -2.455], [1.450, 0.989, -3.147], [2.478, 1.486, -0.753], [3.401, 0.625, -1.984], [2.056, -1.494, -0.694], [2.369, -0.363, 0.656], [4.774, -0.185, -0.425], [4.352, -1.792, -1.133], [4.072, -1.296, 1.875], [5.601, -1.715, 1.131], [2.313, -3.845, -0.535], [0.965, -3.907, 0.669], [2.157, -5.225, 0.603], [-1.506, 3.732, -2.003], [-0.164, 3.839, -0.895], [0.215, 4.787, -3.057], [0.688, 3.544, -5.073], [0.006, 2.040, -4.381], [-0.992, 3.475, -4.587], [1.825, 3.625, -1.704], [-3.272, 2.448, -1.353], [-2.943, 3.282, 0.161], [-4.561, 0.719, -0.009], [-5.418, 2.964, -1.463], [-6.390, 1.536, -0.974], [-6.398, 2.955, 0.035], [-5.795, 1.511, 1.975], [-4.107, 1.159, 2.205], [-5.097, 3.258, 3.355], [-6.019, 4.508, 1.516], [-4.709, 5.379, 2.277], [-4.430, 4.645, 0.693], [-2.298, 3.272, 2.133], [-2.907, 2.626, 3.723], [-2.970, 4.347, 3.429], [4.997, -8.501, 2.733], [4.996, -7.108, 2.145], [5.107, -6.931, 0.954], [4.849, -5.957, 3.109], [5.109, -9.231, 1.933], [5.831, -8.611, 3.430], [4.055, -8.687, 3.252], [5.678, -5.961, 3.819], [3.900, -6.038, 3.642], [4.864, -5.018, 2.559]], "atomic_forces_ev_per_a": [[-0.829, -0.592, -0.137], [1.701, 0.623, -0.072], [-2.425, 0.318, 0.699], [0.621, -0.428, 0.943], [-0.952, -0.057, -0.697], [1.343, 0.357, -0.320], [-1.311, -0.262, 0.868], [1.326, 0.536, -0.333], [-0.415, 0.341, -0.183], [-0.427, -0.863, -2.097], [0.866, -0.028, 0.053], [-0.370, 0.759, 2.367], [0.911, 0.204, -0.678], [-0.589, 1.599, 0.212], [0.108, -0.047, -0.218], [-0.386, -0.541, 0.246], [1.404, -0.001, -1.439], [-0.515, -0.001, 0.700], [-0.403, -0.109, -0.577], [0.091, 0.011, 0.946], [0.588, -0.178, -0.143], [0.069, 0.099, 0.103], [-0.193, 0.051, 0.596], [-1.154, 0.173, 0.219], [-0.219, -0.021, -0.117], [-0.217, -0.149, 0.310], [-0.047, 0.066, 0.129], [0.305, -0.233, -0.028], [0.353, -0.096, 0.038], [-0.182, 0.237, -0.209], [-0.339, 0.114, 0.132], [0.274, -0.145, 0.069], [0.002, -0.199, 0.184], [-0.162, 0.195, 0.115], [-0.260, -0.088, -0.166], [0.136, -0.212, 0.016], [0.276, 0.278, -0.023], [-0.193, -0.176, -0.145], [-0.153, -0.355, 0.102], [-0.258, -0.280, -0.033], [0.149, 0.120, 0.059], [-0.020, 0.100, -0.238], [-0.033, -0.339, 0.127], [-0.153, -0.158, -0.068], [-0.033, -0.181, -0.146], [0.025, -0.179, 0.124], [0.156, 0.108, 0.125], [0.077, -0.055, 0.197], [0.257, -0.147, -0.243], [0.232, -0.304, 0.080], [-0.216, -0.079, -0.141], [0.249, 0.108, 0.100], [-0.127, -0.086, 0.038], [0.170, 0.113, -0.191], [0.033, 0.155, -0.329], [0.020, 0.313, -0.058], [-0.098, 0.099, -0.051], [0.009, -0.014, -0.166], [0.160, -0.001, -0.223], [0.038, -0.079, -0.167], [-0.115, -0.134, 0.045], [0.085, -0.094, 0.234], [0.409, -0.093, -0.329], [0.346, -0.064, -0.212], [0.029, -0.106, -0.273], [0.019, 0.107, -0.109], [-0.020, -0.079, 0.075], [0.027, 0.115, -0.297], [-0.003, 0.037, 0.003], [-0.122, 0.016, 0.139], [0.090, 0.026, 0.158], [-0.129, -0.076, 0.142], [0.099, -0.021, 0.157], [0.015, -0.027, 0.007]]}